{
  "formula": "C3H12O2S2",
  "method": "ωB97M-V/def2-TZVPD",
  "symbols": ["H", "S", "H", "H", "O", "H", "H", "H", "H", "H", "C", "C", "S", "O", "H", "C", "H", "H", "H"],
  "xyz": [[-1.5517, -3.0259, 1.2115], [-0.6132, -1.3742, 2.6917], [-0.7821, 1.1156, -1.3895], [-0.9608, 1.5895, 0.4131], [1.2041, 3.2815, -1.9997], [3.3122, 0.5243, -1.3033], [-2.4478, 1.2170, -0.7114], [1.1054, 2.3537, -2.2912], [-0.1869, -0.9429, 0.1457], [-1.9630, -1.3017, -0.4642], [-0.7296, -3.0075, 2.0118], [-1.2838, -0.5534, -0.0308], [-2.1803, -0.5511, 1.6778], [3.1658, 1.4285, -1.1666], [0.2417, -3.0736, 1.5042], [-1.4143, 0.9922, -0.4629], [-0.9775, -3.7842, 2.7610], [3.9220, 1.7738, -0.6158], [2.1399, 3.3384, -1.9814]],
  "max_force_ha_per_bohr": 0.0581,
  "spin_multiplicity": 1,
  "smiles": "CCSSC.O.O"
}

{
  "formula": "C11H11N3",
  "method": "ωB97M-V/def2-TZVPD",
  "symbols": ["C", "C", "H", "H", "H", "H", "H", "N", "N", "H", "C", "C", "C", "N", "C", "C", "C", "H", "C", "C", "H", "H", "H", "C", "H"],
  "xyz": [[0.3702, 3.5457, 0.3234], [-0.7574, 1.6783, -0.7182], [0.5739, 4.6481, 0.3979], [-1.0156, 3.8617, -1.2432], [-1.5160, -2.6544, 0.4169], [1.2206, -3.7545, -0.3069], [1.9350, 3.1591, 1.7861], [0.5767, -2.4623, -1.6177], [-0.1017, -1.5182, 1.1992], [0.9096, -1.4465, 1.2456], [-0.4945, 3.1178, -0.5904], [0.8796, 1.3179, 1.2637], [1.1137, 2.6459, 1.1699], [-0.0829, 1.1268, -1.9454], [-0.6764, -0.4032, 0.6410], [-0.2197, 0.8703, 0.4857], [0.2529, -3.3686, -0.5547], [1.3852, 0.4577, 1.6989], [0.2817, -1.2913, -1.7247], [0.2720, -0.0621, -2.0714], [-1.6124, -0.5359, 0.1394], [-0.3729, -4.0955, -1.1384], [-1.8687, 1.6439, -1.0104], [-0.4880, -2.7957, 0.7040], [-0.5651, -3.6852, 1.4497]],
  "max_force_ha_per_bohr": 0.0694,
  "spin_multiplicity": 1,
  "smiles": "C1=C=N[C@@H]2C=CC=C/C2=C\\NCCN=1"
}

{
  "formula": "C10H8N2OS",
  "method": "ωB97M-V/def2-TZVPD",
  "symbols": ["S", "C", "H", "C", "C", "H", "H", "H", "H", "C", "H", "C", "N", "O", "N", "H", "C", "C", "C", "C", "H", "C"],
  "xyz": [[2.0642, 0.0343, -3.1884], [-1.0530, -0.6235, 0.0297], [-3.4810, -0.4108, 2.3879], [-1.8763, 1.1539, 2.0317], [-2.5453, -0.1448, 1.8737], [0.3644, 1.1487, -0.4021], [-1.3142, -2.3907, -1.2213], [4.7347, 0.5737, -2.6638], [-2.8311, -1.8001, 0.6934], [-2.1140, -0.8462, 0.7472], [-0.4814, 2.5047, 1.1639], [-0.8186, 1.4463, 1.1898], [2.3940, -1.0085, -0.7392], [-2.0529, 2.0811, 3.0296], [0.3286, -1.5511, -1.8465], [4.3714, -0.3924, -0.3421], [-0.7000, -1.5138, -1.0889], [3.4670, -0.2688, -1.0802], [-0.4513, 0.6782, 0.1220], [1.5270, -0.8864, -1.6905], [-3.1489, 1.9104, 3.2340], [3.6168, 0.3058, -2.2397]],
  "max_force_ha_per_bohr": 0.1625,
  "spin_multiplicity": 1,
  "smiles": "Oc1ccc(/C=N\\c2nccs2)cc1"
}

Going through the records in order, we get HOMO energy values of -8.361 -7.371 -8.373 eV.
Going through the records in order, we get energy above the lowest of the compared OMol25 structures with the same formula, charge and spin values of 41.3 141.5 75.7 kcal per mole.
Going through the records in order, we get energy values of -29069.882 -16049.928 -26359.174 eV.